Formula: C10H16ClPmRhSe
Source: the Open Molecules 2025 dataset
Level of theory: the ωB97M-V functional and the def2-TZVPD basis

ORCA input file:
```
! wB97M-V def2-TZVPD RIJCOSX def2/J DEFGRID3
* xyz -1 9
Pm 0.12 0.71 -0.36
Rh 0.40 -0.22 -3.12
Se 2.14 1.98 1.17
Cl 1.68 -1.58 -4.60
C -0.26 1.54 2.74
C -1.02 0.86 3.70
C 2.07 0.67 -2.35
C 1.45 -0.22 2.91
C -1.27 -1.10 0.36
C 0.66 -0.88 3.85
C 1.02 1.02 2.37
C -0.99 1.38 -2.33
C -1.18 -1.31 -3.74
C -0.57 -0.33 4.26
H -1.27 -1.05 -4.81
H 1.01 -1.82 4.29
H -0.52 2.20 -2.93
H -1.16 -0.84 5.02
H -1.11 -1.53 1.36
H -0.89 -2.37 -3.66
H 2.41 -0.62 2.59
H 2.58 0.92 -3.30
H -1.94 1.08 -2.81
H 2.67 -0.12 -1.87
H -1.99 1.27 4.00
H -2.11 -1.07 -3.18
H -0.58 2.49 2.31
H 2.03 1.58 -1.71
H -1.07 -1.86 -0.41
H -2.32 -0.79 0.25
*
```

The calculation puts the energy relative to the best compared isomer or geometry (same formula, charge and spin) at 131.3 kJ/mol. The molecular weight is 498.56 g/mol. Its maximum force is 3.1 eV/A. As for the orbital gap (alpha / beta): 4.35 / 4.54 eV. The LUMO energy (alpha / beta) comes out at 0.0923 / -0.0076 hartree.



Formula: C18H54O18
Source: the Open Molecules 2025 dataset
Level of theory: the ωB97M-V functional and the def2-TZVPD basis

ORCA input file:
```
! wB97M-V def2-TZVPD RIJCOSX def2/J DEFGRID3
* xyz 1 2
O 4.85 -0.60 0.78
O -4.22 2.19 3.37
O -3.56 1.66 -1.54
O 2.28 1.31 -6.37
O -5.09 -0.33 3.67
O 1.03 -3.95 2.01
O 0.69 -1.02 3.92
O -2.08 4.48 2.99
O 0.24 1.16 -4.27
O -5.42 3.99 -2.08
O 4.86 -1.27 -3.27
O 3.84 -5.63 0.08
O -1.84 -0.25 -0.65
O 1.56 -2.88 -2.65
O 4.03 1.03 -1.60
O 1.00 -1.12 0.03
O -1.91 -1.75 4.73
O -3.01 -1.28 2.04
C -2.87 3.82 2.11
C 5.65 0.35 0.21
C 2.66 1.27 -5.01
C -3.03 2.36 2.54
C -5.37 -1.47 2.75
C -4.28 -1.70 1.65
C -3.29 2.89 -2.12
C 2.49 -1.94 -3.04
C -4.10 4.06 -1.65
C -0.34 -0.08 3.88
C -0.80 0.56 -0.24
C 2.83 -5.40 1.15
C 0.59 -0.03 -0.77
C 3.93 -1.96 -2.44
C 4.87 1.47 -0.54
C -1.40 -0.45 4.92
C 2.05 -4.01 1.06
C 1.51 1.81 -4.12
H 2.17 -6.25 1.31
H -5.41 -2.37 3.36
H -3.66 4.91 -2.18
H 3.48 1.99 -4.90
H -2.22 2.97 -1.97
H 0.14 0.88 4.07
H 1.54 -1.71 -0.49
H -3.88 4.22 1.97
H -4.23 -2.79 1.57
H -0.94 -0.41 5.91
H -5.61 3.05 -2.04
H 2.56 -2.01 -4.13
H 6.37 -0.08 -0.49
H 0.31 -1.84 3.58
H -2.45 -1.07 1.29
H 4.31 -0.16 1.44
H -4.47 -1.58 0.58
H 1.90 1.68 -3.11
H 4.55 0.71 -2.34
H -2.20 0.29 4.88
H -2.31 -1.71 3.86
H -3.27 1.83 1.62
H 1.67 0.61 -6.58
H -4.07 2.82 4.08
H 5.61 -1.84 -3.43
H -2.19 3.87 1.25
H -4.76 0.50 3.31
H 3.44 -5.22 2.03
H -2.54 0.40 -0.80
H 0.33 -3.45 1.59
H 3.94 -1.55 -1.43
H -4.51 1.48 -1.52
H 1.78 -3.80 0.03
H 5.51 2.33 -0.73
H 4.12 -3.03 -2.46
H 4.41 -6.27 0.51
H -2.16 1.95 3.06
H -4.08 4.36 -0.60
H -2.21 5.43 3.01
H -0.91 1.57 -0.64
H -6.33 -1.19 2.34
H 2.20 -0.91 -2.80
H -0.72 0.70 0.84
H 1.73 -3.72 -3.09
H 6.15 0.82 1.05
H 0.45 -0.23 -1.83
H 2.85 -3.27 1.11
H -3.40 2.68 -3.19
H 3.22 0.37 -4.76
H -0.50 1.62 -3.87
H 1.41 0.67 -0.60
H -0.82 -0.05 2.90
H 1.23 2.84 -4.33
H 4.12 1.67 0.22
*
```

The calculation puts the energy relative to the best compared isomer or geometry (same formula, charge and spin) at 228.4 kJ/mol. The molecular weight is 558.61 g/mol. Its maximum force is 3.9 eV/A. As for the orbital gap (alpha / beta): 9.45 / 2.94 eV. The LUMO energy (alpha / beta) comes out at -0.0837 / -0.3231 hartree.



Formula: ClMnO4
Source: the Open Molecules 2025 dataset
Level of theory: the ωB97M-V functional and the def2-TZVPD basis

ORCA input file:
```
! wB97M-V def2-TZVPD RIJCOSX def2/J DEFGRID3
* xyz 0 7
Mn -1.20 -2.46 -0.85
Cl 0.30 0.57 0.26
O -1.08 0.72 -0.19
O 0.40 -0.89 -0.10
O 1.22 1.27 -0.74
O 0.36 0.79 1.61
*
```

The calculation puts the energy relative to the best compared isomer or geometry (same formula, charge and spin) at 107.4 kJ/mol. The molecular weight is 154.39 g/mol. Its maximum force is 9.1 eV/A. As for the orbital gap (alpha / beta): 8.69 / 8.53 eV. The LUMO energy (alpha / beta) comes out at -0.0295 / -0.0547 hartree.



Formula: C7H6N3
Source: the Open Molecules 2025 dataset
Level of theory: the ωB97M-V functional and the def2-TZVPD basis

ORCA input file:
```
! wB97M-V def2-TZVPD RIJCOSX def2/J DEFGRID3
* xyz 1 1
N 0.27 -1.24 1.00
N -0.51 0.75 0.18
N -1.77 -1.02 2.58
C 1.09 -0.12 -1.09
C 0.12 2.04 -1.78
C 1.09 -1.08 -0.08
C -0.63 -0.15 1.01
C -0.98 -1.94 2.55
C 0.21 0.92 -0.89
C 0.07 -2.26 1.83
H 0.62 1.85 -2.80
H -2.73 -0.83 2.81
H -0.97 2.43 -1.65
H 1.74 -1.96 -0.12
H 0.65 2.94 -1.46
H 1.72 -0.32 -2.08
*
```

The calculation puts the energy relative to the best compared isomer or geometry (same formula, charge and spin) at 609.6 kJ/mol. The molecular weight is 132.15 g/mol. Its maximum force is 3.4 eV/A. As for the orbital gap (alpha / beta): 6.15 / 6.86 eV. The LUMO energy (alpha / beta) comes out at -0.2383 / -0.2253 hartree.



Please write out number 1 again, unchanged.
Formula: C10H16ClPmRhSe
Source: the Open Molecules 2025 dataset
Level of theory: the ωB97M-V functional and the def2-TZVPD basis

ORCA input file:
```
! wB97M-V def2-TZVPD RIJCOSX def2/J DEFGRID3
* xyz -1 9
Pm 0.12 0.71 -0.36
Rh 0.40 -0.22 -3.12
Se 2.14 1.98 1.17
Cl 1.68 -1.58 -4.60
C -0.26 1.54 2.74
C -1.02 0.86 3.70
C 2.07 0.67 -2.35
C 1.45 -0.22 2.91
C -1.27 -1.10 0.36
C 0.66 -0.88 3.85
C 1.02 1.02 2.37
C -0.99 1.38 -2.33
C -1.18 -1.31 -3.74
C -0.57 -0.33 4.26
H -1.27 -1.05 -4.81
H 1.01 -1.82 4.29
H -0.52 2.20 -2.93
H -1.16 -0.84 5.02
H -1.11 -1.53 1.36
H -0.89 -2.37 -3.66
H 2.41 -0.62 2.59
H 2.58 0.92 -3.30
H -1.94 1.08 -2.81
H 2.67 -0.12 -1.87
H -1.99 1.27 4.00
H -2.11 -1.07 -3.18
H -0.58 2.49 2.31
H 2.03 1.58 -1.71
H -1.07 -1.86 -0.41
H -2.32 -0.79 0.25
*
```

The calculation puts the energy relative to the best compared isomer or geometry (same formula, charge and spin) at 131.3 kJ/mol. The molecular weight is 498.56 g/mol. Its maximum force is 3.1 eV/A. As for the orbital gap (alpha / beta): 4.35 / 4.54 eV. The LUMO energy (alpha / beta) comes out at 0.0923 / -0.0076 hartree.